Entry from the Open Molecules 2025 dataset: C37H36ClGe2O5PRbSSe2 as an isolated structure in a non-equilibrium geometry (the ωB97M-V functional and the def2-TZVPD basis).

Results
<S²>: 0.769
strongest force on any atom: 1.98 eV/Å
LUMO (spin up / spin down): 3.9 / 3.9 eV
orbital gap (spin up / spin down): 3.4 / 6.7 eV

```
! wB97M-V def2-TZVPD RIJCOSX def2/J DEFGRID3
* xyz -2 2
Rb -2.1531 0.5463 1.6444
Se -0.7205 3.1430 -0.1904
P -2.7190 3.8998 -0.1377
Se -4.3765 2.5517 -0.3786
C -3.0077 4.8394 1.4157
C -4.2008 5.5491 1.5719
C -4.4477 6.2476 2.7377
C -3.5142 6.2345 3.7708
C -2.3315 5.5249 3.6222
C -2.0762 4.8365 2.4470
C -2.8649 5.2496 -1.3678
C -3.6312 5.0970 -2.5161
C -3.6856 6.1112 -3.4591
C -2.9805 7.2887 -3.2568
C -2.2125 7.4452 -2.1071
C -2.1507 6.4295 -1.1711
H -4.9368 5.5312 0.7770
H -5.3754 6.7957 2.8515
H -3.7141 6.7729 4.6896
H -1.6028 5.5052 4.4232
H -1.1475 4.2944 2.3095
H -4.1882 4.1782 -2.6527
H -4.2819 5.9806 -4.3542
H -3.0242 8.0828 -3.9929
H -1.6538 8.3596 -1.9460
H -1.5352 6.5405 -0.2860
O -2.7130 -2.1525 4.9364
Cl -2.5643 -1.2052 3.8847
O -3.8186 -0.5617 3.6012
O -1.6024 -0.1968 4.2496
O -2.1073 -1.8577 2.6836
C 7.2618 2.9463 -4.0786
C 6.0953 2.1451 -3.5371
O 5.9053 0.9928 -3.8301
S 5.1006 3.1076 -2.4289
C 3.9328 1.9957 -1.7686
C 4.1513 1.3749 -0.5263
C 3.2250 0.5297 0.0199
C 2.0122 0.2297 -0.6542
C 1.7915 0.8758 -1.9025
C 2.7225 1.7270 -2.4359
C 1.1120 -0.6951 -0.1272
C 0.3260 -1.5268 0.3502
H 7.5534 2.5322 -5.0425
H 8.0991 2.8551 -3.3833
H 7.0147 4.0013 -4.1722
H 5.0730 1.5814 0.0078
H 3.4095 0.0660 0.9816
H 0.8554 0.7014 -2.4186
H 2.5228 2.2188 -3.3809
C 0.5677 -3.3998 -3.1446
Ge 1.4313 -4.1885 -1.5489
C 3.2832 -3.5075 -1.5360
C 1.4893 -6.1521 -1.8572
Ge 0.2666 -3.4246 0.4583
C 1.2206 -4.0167 2.0768
C 0.9216 -3.4666 3.3218
C 1.5887 -3.8790 4.4630
C 2.5786 -4.8487 4.3806
C 2.8956 -5.4016 3.1468
C 2.2184 -4.9867 2.0098
C -1.5268 -4.2488 0.4945
C -2.1958 -4.5042 -0.7018
C -3.4214 -5.1498 -0.7184
C -4.0007 -5.5639 0.4729
C -3.3466 -5.3205 1.6723
C -2.1229 -4.6709 1.6801
H 1.3259 -3.1767 -3.8961
H 0.0663 -2.4672 -2.8884
H -0.1597 -4.0854 -3.5820
H 3.8108 -3.8497 -2.4284
H 3.8357 -3.8367 -0.6564
H 3.2704 -2.4188 -1.5387
H 1.7882 -6.3593 -2.8860
H 0.5081 -6.5959 -1.6867
H 2.2016 -6.6395 -1.1913
H 0.1640 -2.6975 3.3968
H 1.3348 -3.4353 5.4181
H 3.1048 -5.1680 5.2727
H 3.6728 -6.1540 3.0688
H 2.4797 -5.4299 1.0535
H -1.7582 -4.1840 -1.6424
H -3.9260 -5.3270 -1.6610
H -4.9604 -6.0670 0.4672
H -3.7965 -5.6264 2.6094
H -1.6358 -4.4718 2.6292
*
```



Entry from the Open Molecules 2025 dataset: an isolated ion of composition C8H9ClN3O and charge +1 in a non-equilibrium geometry (the ωB97M-V functional and the def2-TZVPD basis).

Results
strongest force on any atom: 5.66 eV/Å
energy above the lowest of the compared OMol25 structures with the same formula, charge and spin: 5.052 eV
SMILES: [NH2+]=C1NC=C2C=CC=C[C@H]2N(Cl)O1
LUMO (spin up / spin down): -4.4 / -4.4 eV
orbital gap (spin up / spin down): 7.2 / 7.2 eV

```
! wB97M-V def2-TZVPD RIJCOSX def2/J DEFGRID3
* xyz 1 1
N 3.2214 1.5368 -0.0282
C 1.9668 1.1566 -0.3439
N 0.9066 1.9176 0.0398
C -0.4769 1.5696 0.1123
C -0.6824 0.1969 -0.2354
C -2.0444 -0.2494 -0.3411
C -2.4757 -1.5465 -0.3041
C -1.5899 -2.6456 -0.1431
C -0.2830 -2.3620 0.0107
C 0.3024 -0.9564 0.0259
N 1.5844 -1.2744 -0.8116
Cl 2.7472 -1.9759 0.2542
O 1.9971 0.0930 -1.1503
H 3.4297 2.4228 0.4794
H 3.9549 0.8905 -0.0809
H 0.9479 2.8549 0.3778
H -1.2579 2.2902 0.4046
H -2.8609 0.3867 -0.5276
H -3.5578 -1.5424 -0.4868
H -2.0460 -3.5936 -0.1533
H 0.3349 -3.2594 0.0404
H 0.8019 -0.8467 0.9624
*
```



Entry from the Open Molecules 2025 dataset: C16H13IMnN11O2 as an isolated structure (the ωB97M-V functional and the def2-TZVPD basis).

Results
<S²>: 8.755
strongest force on any atom: 0.43 eV/Å
energy above the lowest of the compared OMol25 structures with the same formula, charge and spin: 0.000 eV
LUMO (spin up / spin down): 2.0 / 1.9 eV
orbital gap (spin up / spin down): 7.1 / 7.1 eV

```
! wB97M-V def2-TZVPD RIJCOSX def2/J DEFGRID3
* xyz -1 6
Mn 0.7344 0.1683 0.2152
C 4.8535 -0.7993 -1.5924
C 3.7470 -0.6625 -2.5900
N 4.0347 -0.5809 -3.8612
C 3.0323 -0.4453 -4.7584
C 1.7109 -0.3978 -4.4147
C 0.6747 -0.2781 -5.4919
O -0.1006 0.9018 -5.2828
C 1.3625 -0.4742 -3.0391
C -0.0331 -0.5156 -2.6756
N -0.5352 -0.3497 -1.4969
C -1.9159 -0.6431 -1.3613
C -2.4012 -1.8860 -1.7562
C -3.7403 -2.2086 -1.5933
C -4.6096 -1.2937 -1.0218
C -4.1408 -0.0522 -0.6149
C -2.8047 0.2741 -0.7792
I -2.1370 2.1742 -0.1882
C 2.3940 -0.6104 -2.0822
O 2.2131 -0.7282 -0.8162
H 5.8053 -0.8375 -2.1175
H 4.7203 -1.6971 -0.9867
H 4.8443 0.0439 -0.8994
H 3.3284 -0.3680 -5.7991
H 0.0216 -1.1613 -5.4962
H 1.1841 -0.2406 -6.4593
H -0.7578 0.9672 -5.9819
H -0.7338 -0.7253 -3.4835
H -1.7078 -2.6142 -2.1573
H -4.0923 -3.1862 -1.8963
H -5.6523 -1.5451 -0.8775
H -4.8102 0.6675 -0.1646
N 0.7997 1.7711 3.2216
C 1.1926 2.5145 2.1252
N 1.4976 3.7965 2.2179
N 1.8407 4.1457 0.9587
N 1.7465 3.1441 0.1644
N 1.3346 2.0610 0.8776
C 0.1639 0.5469 3.1961
N -0.4112 0.0217 4.2618
N -0.8943 -1.1641 3.8255
N -0.6246 -1.3417 2.5876
N 0.0687 -0.2579 2.1344
H 0.6674 2.3038 4.0646
*
```



Entry from the Open Molecules 2025 dataset: a 3-piece molecular cluster, C31H26BF9O2S overall in a non-equilibrium geometry (the ωB97M-V functional and the def2-TZVPD basis).

Results
strongest force on any atom: 2.71 eV/Å
energy above the lowest of the compared OMol25 structures with the same formula, charge and spin: 1.771 eV
LUMO: -1.7 eV
orbital gap: 4.6 eV

```
! wB97M-V def2-TZVPD RIJCOSX def2/J DEFGRID3
* xyz 0 1
C -3.7164 3.0360 -0.6052
C -2.4691 2.2455 -0.8171
C -2.1835 1.3909 -1.8904
C -0.8288 0.9419 -1.9060
C -0.0838 1.3658 -0.8118
B -1.6497 -2.7821 1.5899
C 1.2475 1.9468 -0.8603
C 1.6800 2.7082 0.2559
C 2.9933 3.1511 0.3353
C 3.3713 4.0663 1.4729
F 3.5028 5.3713 1.0516
F 2.4215 4.0505 2.4826
F 4.5722 3.6882 2.0330
C 3.9341 2.7954 -0.6199
C 3.5277 2.0326 -1.7031
C 4.5604 1.4601 -2.6276
F 4.9735 0.2253 -2.1751
F 4.0740 1.2684 -3.8915
F 5.6812 2.2310 -2.7401
C 2.1704 1.7596 -1.9122
O -2.2599 -2.2602 2.6774
C -3.2943 -1.2983 2.2194
C -4.1341 -1.8248 1.0168
C -5.1779 -2.8221 1.5477
C -4.8463 -0.6515 0.3444
C -3.2676 -2.5538 -0.0820
O -2.2614 -3.4269 0.5913
S -1.1827 2.2329 0.3250
H -4.3058 3.1904 -1.5242
H -4.3462 2.4871 0.1004
H -3.5113 4.0181 -0.1696
H -2.9215 1.2203 -2.6747
H -0.4455 0.2814 -2.6753
H 0.9981 2.9145 1.0788
H 4.9630 3.0952 -0.4955
H 1.8230 1.3888 -2.8858
H -3.9174 -1.1225 3.0887
H -2.7644 -0.3684 1.9804
H -5.7742 -3.2290 0.7178
H -4.6529 -3.6422 2.0676
H -5.8565 -2.3135 2.2532
H -5.4222 -0.9686 -0.5337
H -5.5397 -0.1485 1.0265
H -4.1211 0.0972 -0.0023
H -3.8594 -3.2618 -0.6928
H -2.7263 -1.8265 -0.7359
F 2.3969 -1.9162 -4.0617
C 1.8936 -2.3798 -2.8617
C 1.8410 -3.7494 -2.6433
C 1.1797 -4.1151 -1.4724
F 1.1040 -5.4664 -1.1821
C 0.5852 -3.2085 -0.5956
C 0.7261 -1.8152 -0.8060
C 0.2288 -0.8982 0.2432
C 1.2348 -0.3786 1.1613
C 0.8589 0.1642 2.4250
C 1.8138 0.6911 3.2811
C 3.1868 0.5942 3.0477
C 3.5338 0.1309 1.7784
F 4.8499 0.2607 1.3980
C 2.6271 -0.3778 0.8562
C 1.4236 -1.4233 -1.9647
H 2.3119 -4.4632 -3.3236
H 0.0755 -3.5739 0.3051
H -0.7052 -1.4095 0.7916
H -0.1925 0.1734 2.7003
H 1.4936 1.1846 4.1959
H 3.9522 0.9438 3.7370
H 2.9966 -0.7629 -0.0922
H 1.6100 -0.3652 -2.1419
*
```



Entry from the Open Molecules 2025 dataset: C30H32Br2N2Zn as an isolated structure in a non-equilibrium geometry (the ωB97M-V functional and the def2-TZVPD basis).

Results
strongest force on any atom: 4.22 eV/Å
energy above the lowest of the compared OMol25 structures with the same formula, charge and spin: 4.802 eV
LUMO: 3.7 eV
orbital gap: 1.7 eV

```
! wB97M-V def2-TZVPD RIJCOSX def2/J DEFGRID3
* xyz -2 1
C -6.2148 -2.4178 2.3643
C -6.6362 -2.1939 0.9107
C -5.5248 -1.3536 0.2732
N -4.4136 -1.4478 1.1667
C -3.1928 -0.8182 0.9257
C -3.0466 0.5866 1.0132
C -1.8048 1.1790 0.8256
C -0.6848 0.4000 0.4999
C 0.5519 1.0644 0.0744
C 1.8337 0.4365 0.4118
C 1.9568 -0.5750 1.4079
C 3.1526 -1.2018 1.7349
C 4.3358 -0.8886 0.9954
N 5.5171 -1.5233 1.2215
C 5.7737 -2.4928 2.2728
C 7.2672 -2.8726 2.1416
C 7.7587 -2.2819 0.8186
C 6.6691 -1.3256 0.3346
C 4.2606 0.1645 0.0205
C 3.0552 0.8151 -0.2258
C -0.8190 -1.0105 0.4625
C -2.0514 -1.6225 0.6964
C -4.7652 -1.9318 2.4953
H -6.8447 -1.8436 3.0442
H -6.2864 -3.4684 2.6456
H -6.7188 -3.1433 0.3632
H -7.5977 -1.6767 0.8267
H -5.2541 -1.7690 -0.7217
H -5.8673 -0.2787 0.2302
H -3.9120 1.1878 1.2651
H -1.7062 2.2568 0.8850
H 0.5598 2.1566 0.1718
H 1.0574 -0.8584 1.9663
H 3.1948 -1.9514 2.5278
H 5.5473 -2.0766 3.2639
H 5.1390 -3.3824 2.1429
H 7.8240 -2.4462 2.9947
H 7.3932 -3.9600 2.1748
H 8.7103 -1.7559 0.9277
H 7.8952 -3.0907 0.0865
H 6.4087 -1.5255 -0.7214
H 7.0121 -0.2750 0.3935
H 5.1637 0.4565 -0.5218
H 3.0486 1.6399 -0.9393
H 0.0182 -1.6677 0.2061
H -2.1737 -2.7080 0.7186
H -4.6782 -1.1167 3.2477
H -4.0746 -2.7300 2.8200
Br -5.6437 -1.1114 -3.6382
Zn -5.6941 0.1044 -1.6859
Br -5.5122 2.3240 -1.2798
C -1.3554 1.6543 -3.6515
C -0.5292 0.8826 -2.7993
C 0.2755 1.7409 -1.9656
C -0.1944 3.1060 -2.2599
C -1.1802 3.0395 -3.3296
C -1.6171 4.2050 -3.9636
C -1.2178 5.4527 -3.4480
C -0.3334 5.5247 -2.3546
C 0.1984 4.3527 -1.7799
H -2.0438 1.3009 -4.4304
H -0.4564 -0.2057 -2.7866
H 1.3644 1.5328 -1.7622
H -2.2089 4.1293 -4.8652
H -1.5300 6.3679 -3.9417
H -0.0728 6.5081 -1.9438
H 0.9141 4.4295 -0.9542
*
```



Q: Which value of strongest force on any atom does entry 2 give?
A: 5.66 eV/Å



Q: Which of these has the lowest strongest force on any atom?
A: C16H13IMnN11O2